Density functional theory data (ωB97M-V/def2-TZVPD) for a 2-piece molecular cluster, C2H8N2O overall in a non-equilibrium geometry.

Summary:
* energy relative to the best compared isomer or geometry (same formula, charge and spin): 50.76 kcal/mol

Geometry as ORCA input:
```
! wB97M-V def2-TZVPD RIJCOSX def2/J DEFGRID3
* xyz 0 3
C 0.043 1.255 -2.170
C 0.201 0.914 -0.727
N -0.159 -1.296 2.439
N 0.126 -0.320 -0.476
O -1.152 -2.111 2.932
H -0.593 0.590 -2.613
H -0.371 2.285 -2.253
H 0.899 1.301 -2.784
H -0.106 -1.427 1.371
H 0.598 1.644 -0.025
H -0.231 -0.363 2.789
H 0.828 -1.566 2.749
H -0.083 -0.907 -1.232
*
```

Results of the Mulliken charge analysis, in e, for atoms 1 through 8: C -1.063; C -0.068; N -0.134; N -0.401; O -0.628; H 0.357; H 0.258; H 0.287

---

Density functional theory data (ωB97M-V/def2-TZVPD) for C40H59BN10ORuSSeSi as an isolated structure in a non-equilibrium geometry.

Summary:
* energy relative to the best compared isomer or geometry (same formula, charge and spin): 0.00 kcal/mol

Geometry as ORCA input:
```
! wB97M-V def2-TZVPD RIJCOSX def2/J DEFGRID3
* xyz 1 6
Ru 0.502 -0.282 0.585
C 3.941 3.505 -1.452
C 3.047 2.297 -1.458
C 2.678 1.608 -2.596
C 1.919 0.500 -2.199
N 1.808 0.563 -0.878
N 2.518 1.702 -0.413
B 2.536 2.140 1.075
N 1.119 2.619 1.518
N 0.101 1.739 1.261
C -1.085 2.327 1.689
C -0.727 3.523 2.283
C 0.649 3.691 2.126
C 1.451 4.836 2.534
C -2.512 1.918 1.480
C -2.742 0.676 0.554
C -3.133 3.123 0.781
C -3.065 1.721 2.897
N 2.714 0.900 2.000
N 2.172 -0.337 1.669
C 2.803 -1.292 2.409
C 3.580 -0.614 3.360
C 3.487 0.744 3.071
C 4.082 1.819 3.862
C 2.797 -2.777 2.238
C 2.001 -3.381 3.411
C 4.325 -3.093 2.316
C 2.375 -3.178 0.849
C 1.482 -0.573 -3.157
C 0.286 -0.107 -4.002
C 2.680 -0.795 -4.097
C 1.116 -1.885 -2.483
H 4.040 3.846 -2.465
H 3.506 4.309 -0.808
H 4.887 3.332 -0.957
H 2.858 1.942 -3.614
H 3.326 3.004 1.280
H -1.384 4.118 2.902
H 0.828 5.559 3.061
H 2.200 4.521 3.242
H 1.924 5.403 1.698
H -1.566 1.490 -1.007
H -2.716 -0.256 1.147
H -3.776 0.822 0.164
H -2.613 3.416 -0.141
H -4.196 2.882 0.586
H -3.124 4.001 1.454
H -2.561 0.888 3.436
H -2.920 2.665 3.453
H -4.144 1.497 2.919
H 4.203 -1.059 4.135
H 4.558 1.418 4.785
H 4.856 2.304 3.270
H 3.320 2.549 4.161
H 2.486 -3.125 4.360
H 0.950 -3.045 3.416
H 2.010 -4.479 3.280
H 4.747 -2.807 3.279
H 4.492 -4.158 2.175
H 4.894 -2.544 1.566
H 1.283 -3.222 0.735
H 2.781 -2.471 0.103
H 2.733 -4.184 0.554
H 0.431 0.894 -4.490
H 0.151 -0.838 -4.845
H -0.680 -0.121 -3.432
H 2.945 0.084 -4.683
H 3.573 -1.121 -3.525
H 2.541 -1.626 -4.824
H 0.150 -1.852 -1.968
H 1.057 -2.647 -3.271
H 1.930 -2.251 -1.800
N -3.835 -6.574 6.634
C -3.391 -5.711 5.996
C -2.900 -4.584 5.223
C -3.056 -4.659 3.810
C -2.574 -3.642 2.993
C -1.829 -2.584 3.599
C -1.679 -2.524 5.017
C -2.187 -3.522 5.838
C -1.093 -1.721 2.838
C -0.459 -1.102 1.931
H -3.603 -5.544 3.469
H -2.759 -3.730 1.904
H -1.161 -1.691 5.457
H -2.025 -3.532 6.916
O -1.086 -0.441 -0.723
N -1.865 0.591 -0.524
C -1.846 -6.248 -4.121
N -2.309 -4.937 -3.745
C -2.984 -3.999 -4.547
C -3.247 -2.947 -3.783
N -2.797 -3.211 -2.486
C -2.277 -4.472 -2.421
S -1.705 -5.167 -1.027
H -2.677 -6.967 -4.182
H -1.146 -6.525 -3.321
H -1.351 -6.254 -5.100
H -3.160 -4.316 -5.578
H -3.708 -1.986 -3.954
H -2.951 -2.619 -1.672
C -2.353 3.440 -4.855
Si -1.706 4.587 -3.464
C -0.447 5.697 -4.319
C -3.222 5.616 -2.985
Se -0.748 3.582 -1.757
H -3.094 3.960 -5.465
H -2.859 2.507 -4.533
H -1.505 3.137 -5.504
H -0.959 5.990 -5.234
H 0.480 5.178 -4.588
H -0.233 6.579 -3.705
H -3.747 5.975 -3.876
H -2.919 6.526 -2.392
H -3.917 5.075 -2.328
*
```

Results of the Mulliken charge analysis, in e, for atoms 1 through 8: Ru 0.278; C -1.546; C 0.275; C -0.723; C -0.724; N 0.989; N 0.170; B -0.634

---

Density functional theory data (ωB97M-V/def2-TZVPD) for a 3-piece molecular cluster, C6H15NO3 overall in a non-equilibrium geometry.

Summary:
* energy relative to the best compared isomer or geometry (same formula, charge and spin): 57.37 kcal/mol
* SMILES: C=CCCCNC=O.O.O

Geometry as ORCA input:
```
! wB97M-V def2-TZVPD RIJCOSX def2/J DEFGRID3
* xyz 0 1
C 0.440 3.150 -0.409
C 0.530 1.861 -0.719
C 1.747 0.995 -0.766
C 1.376 -0.271 -1.547
C 1.024 -1.453 -0.552
N -0.290 -2.026 -0.865
C -1.258 -2.202 0.080
O -2.365 -2.586 -0.242
H 1.329 3.786 -0.399
H -0.368 3.832 -0.077
H -0.432 1.422 -0.950
H 2.536 1.662 -1.169
H 2.104 0.666 0.213
H 0.538 -0.111 -2.229
H 2.212 -0.673 -2.147
H 1.728 -2.293 -0.481
H 0.984 -0.893 0.398
H -0.323 -2.496 -1.754
H -0.946 -1.853 1.056
O -3.957 -0.312 0.040
H -3.521 -0.466 -0.789
H -4.339 -1.135 0.352
O 0.722 0.565 4.508
H -0.143 0.956 4.600
H 0.671 -0.124 3.848
*
```

Results of the Mulliken charge analysis, in e, for atoms 1 through 8: C -0.844; C -0.020; C -0.640; C -0.771; C -0.325; N -0.163; C 0.160; O -0.593

---

Density functional theory data (ωB97M-V/def2-TZVPD) for C40H79F9MnN4O9S2 as an isolated structure in a non-equilibrium geometry.

Summary:
* DFT total energy: -5313.38096 Ha

Geometry as ORCA input:
```
! wB97M-V def2-TZVPD RIJCOSX def2/J DEFGRID3
* xyz 1 7
Mn 2.399 0.599 -1.463
C 3.452 -1.975 -1.748
O 2.566 -1.263 -2.603
O 3.609 -1.002 -0.772
C 3.140 -3.499 -1.393
F 3.229 -4.369 -2.380
F 3.851 -4.056 -0.416
F 1.867 -3.567 -1.065
C 2.093 -1.845 -3.828
C 1.751 -0.653 -4.562
H 2.544 0.081 -4.707
H 1.375 -0.970 -5.535
H 1.018 0.025 -4.125
H 1.265 -2.535 -3.667
H 2.864 -2.335 -4.423
H 4.440 -2.143 -2.177
O -0.950 0.932 0.483
C 0.226 0.715 -0.104
O 1.352 1.145 0.301
O 0.305 0.030 -1.160
H -0.713 1.342 1.318
C 6.744 1.468 7.095
C 7.419 0.672 6.026
C 6.720 0.773 4.692
C 5.264 0.198 4.720
N 4.714 -0.216 3.342
C 3.227 -0.655 3.333
C 3.120 -2.159 3.081
C 4.502 -2.661 3.111
C 5.464 -1.535 2.836
C 4.757 1.022 2.374
C 4.085 2.303 2.952
C 3.976 3.389 1.917
H 6.701 2.516 6.799
H 7.181 1.384 8.090
H 5.770 0.988 7.188
H 7.552 -0.298 6.506
H 8.458 1.002 6.034
H 7.428 0.373 3.966
H 6.751 1.829 4.424
H 4.557 0.916 5.136
H 5.145 -0.693 5.337
H 2.604 -0.064 2.661
H 2.877 -0.530 4.358
H 2.666 -2.349 2.109
H 2.562 -2.700 3.845
H 4.681 -3.456 2.387
H 4.771 -2.931 4.132
H 5.397 -1.369 1.761
H 6.509 -1.652 3.123
H 4.455 0.707 1.375
H 5.810 1.264 2.233
H 4.693 2.800 3.708
H 3.133 2.085 3.437
H 3.560 3.041 0.971
H 4.958 3.756 1.620
H 3.509 4.285 2.324
C -2.867 -8.327 0.226
C -2.791 -8.357 -1.363
C -2.290 -7.077 -1.936
C -3.247 -5.871 -1.701
N -2.881 -4.548 -2.555
C -3.900 -3.375 -2.363
C -3.391 -2.658 -1.072
C -1.858 -2.615 -1.206
C -1.528 -3.864 -2.118
C -2.822 -4.845 -4.108
C -4.210 -5.213 -4.680
C -4.238 -5.701 -6.116
H -1.869 -8.473 0.639
H -3.416 -9.096 0.770
H -3.367 -7.420 0.565
H -3.773 -8.642 -1.740
H -2.134 -9.145 -1.732
H -2.217 -7.282 -3.004
H -1.300 -6.878 -1.526
H -3.282 -5.462 -0.691
H -4.253 -6.153 -2.014
H -3.888 -2.745 -3.253
H -4.798 -3.993 -2.320
H -3.877 -1.686 -0.986
H -3.535 -3.231 -0.156
H -1.616 -1.688 -1.724
H -1.431 -2.718 -0.208
H -0.833 -3.608 -2.918
H -0.933 -4.641 -1.638
H -2.228 -5.728 -4.343
H -2.450 -3.968 -4.639
H -4.928 -4.400 -4.579
H -4.757 -5.950 -4.092
H -5.296 -5.901 -6.289
H -3.767 -6.682 -6.185
H -3.883 -4.959 -6.831
C 2.153 5.696 0.166
C 1.417 6.849 -0.430
C -0.168 6.817 -0.622
C -0.631 6.023 -1.895
N -2.239 5.960 -1.987
C -2.807 5.055 -0.829
C -2.381 3.644 -1.098
C -2.518 3.563 -2.605
C -2.674 4.999 -3.152
C -3.006 7.348 -1.974
C -2.718 8.377 -3.043
C -3.869 9.329 -3.234
H 1.812 5.402 1.159
H 3.228 5.861 0.224
H 1.885 4.840 -0.454
H 1.840 6.954 -1.429
H 1.775 7.748 0.070
H -0.376 7.870 -0.813
H -0.642 6.546 0.321
H -0.286 4.993 -1.806
H -0.401 6.411 -2.888
H -3.874 5.214 -0.983
H -2.473 5.457 0.128
H -3.051 2.993 -0.537
H -1.357 3.448 -0.778
H -3.436 3.006 -2.791
H -1.674 3.018 -3.028
H -3.668 5.233 -3.534
H -1.938 5.115 -3.948
H -2.873 7.861 -1.022
H -4.043 7.012 -1.992
H -2.577 7.921 -4.023
H -1.812 8.881 -2.706
H -4.330 9.637 -2.295
H -4.632 8.854 -3.851
H -3.503 10.161 -3.836
C -6.065 -2.631 3.572
F -7.365 -2.739 3.194
F -5.943 -3.174 4.748
F -5.282 -3.444 2.758
S -5.459 -0.785 3.590
O -5.560 -0.225 2.228
O -6.335 -0.082 4.485
N -3.845 -1.071 4.270
S -2.844 -0.812 3.166
O -2.834 -1.970 2.272
O -2.901 0.504 2.534
C -1.137 -0.746 4.237
F -1.095 -1.542 5.297
F -0.118 -1.187 3.439
F -0.924 0.545 4.633
*
```

Results of the Mulliken charge analysis, in e, for atoms 1 through 8: Mn 0.083; C 0.524; O -0.085; O -0.747; C 0.596; F -0.309; F -0.288; F -0.213